(1)
{"formula": "C11H15N", "method": "ωB97M-V/def2-TZVPD", "lumo_ev": 0.907, "e_homo_ev": -7.9, "orbital_gap_ev": 8.78, "charge": 0, "e_tot_ha": -482.8144, "smiles": "Cc1c[nH]c2ccccc12.CC", "elements": ["C", "C", "C", "C", "C", "C", "C", "C", "C", "N", "H", "H", "H", "H", "H", "H", "H", "H", "H", "C", "C", "H", "H", "H", "H", "H", "H"], "xyz": [[2.96180, 1.94211, 0.15129], [-0.73924, 0.86866, 0.17046], [0.40657, 1.43455, 0.91708], [1.54975, 1.57987, -0.07030], [0.98820, 1.15695, -1.19798], [-1.93894, 0.87989, 2.22369], [-1.94361, 0.71363, 0.91006], [-0.71893, 1.08614, 3.04698], [0.34212, 1.55538, 2.35776], [-0.31618, 0.73473, -1.19377], [-2.85226, 0.61470, 2.67587], [-2.90457, 0.37693, 0.46618], [-0.78347, 0.93590, 4.14604], [1.26645, 1.93981, 2.86698], [-0.79123, 0.22129, -2.02111], [1.50445, 1.12036, -2.22026], [3.23204, 1.70131, 1.19875], [2.87211, 3.10287, 0.06389], [3.53008, 1.66641, -0.72398], [-1.23613, -3.36464, -1.33649], [-0.31078, -2.56576, -2.19372], [-1.90627, -2.63258, -0.87382], [-1.77737, -4.10195, -1.86069], [-0.52943, -3.80787, -0.42210], [-0.47656, -2.76154, -3.15577], [0.74739, -2.91430, -2.04669], [-0.17601, -1.48286, -1.87837]], "forces_ev_per_a": [[-1.55, 3.43, 0.33], [1.97, 1.37, 0.59], [-0.50, -0.92, -1.17], [-2.97, -1.12, 2.26], [1.42, -0.60, -4.61], [2.28, -0.70, 3.35], [-0.18, -0.64, -3.47], [-3.15, 0.26, -0.78], [2.50, 0.10, -1.11], [-1.84, -0.38, 1.06], [-0.86, -0.04, 1.00], [0.86, 0.40, -0.05], [0.17, 0.52, -0.98], [-0.94, -0.58, -0.41], [1.11, 1.60, 2.42], [-0.65, -0.06, 1.66], [0.60, -0.13, -1.02], [0.89, -1.61, 0.54], [0.73, -0.56, 0.42], [2.17, 0.68, 3.93], [3.40, 1.17, 3.53], [-0.34, -0.61, 0.17], [-0.47, -1.00, -0.35], [-2.37, 0.72, -2.24], [-0.86, 0.12, -4.15], [-0.76, 0.06, -0.16], [-0.68, -1.48, -0.76]]}

(2)
{"formula": "C4H6N2O", "method": "ωB97M-V/def2-TZVPD", "lumo_ev": 0.904, "e_homo_ev": -8.6, "orbital_gap_ev": 9.47, "charge": 0, "e_tot_ha": -340.6199, "smiles": "C1=NN2C[C@H]2CO1", "elements": ["C", "C", "C", "C", "H", "H", "H", "H", "H", "H", "N", "N", "O"], "xyz": [[0.81842, 1.04071, -0.27412], [1.10730, -1.30551, -0.00541], [-1.36791, -0.17568, 0.63277], [-0.54296, 0.69346, -0.29909], [1.06920, 1.40121, -1.35830], [1.06162, 1.97158, 0.26875], [1.93609, -2.05560, 0.13900], [-2.36002, -0.11088, 0.86716], [-0.90595, -0.67182, 1.57281], [-1.25333, 1.50714, -0.75111], [-0.02682, -1.56045, -0.50751], [-1.01305, -0.69615, -0.63294], [1.47743, -0.03802, 0.34799]], "forces_ev_per_a": [[1.83, 1.47, -0.87], [-0.12, 0.72, -0.76], [3.32, -0.38, 3.08], [-7.36, 1.56, -0.10], [0.43, -1.58, 1.39], [-0.26, -0.61, 0.33], [-1.26, 0.82, -0.21], [-2.65, 1.01, -0.12], [-0.13, 0.80, -1.85], [1.54, -1.58, 0.37], [3.39, -4.74, 0.28], [-0.94, 2.63, -1.62], [2.22, -0.13, 0.06]]}

(3)
{"formula": "C5H9NO2Si", "method": "ωB97M-V/def2-TZVPD", "lumo_ev": -0.364, "e_homo_ev": -7.6, "orbital_gap_ev": 7.25, "charge": 0, "e_tot_ha": -690.4417, "elements": ["C", "C", "C", "C", "C", "N", "O", "O", "Si", "H", "H", "H", "H", "H", "H", "H", "H", "H"], "xyz": [[2.95289, 0.77349, -0.73068], [1.73479, -0.47922, 0.09352], [-1.63108, -0.52590, -0.21045], [2.19643, -1.88858, -0.17340], [0.21739, 2.12232, 0.03064], [2.72612, 0.60400, 0.48270], [2.70427, 1.21255, 1.62341], [3.35131, 0.89709, -1.82568], [0.11096, 0.23895, 0.09320], [-2.16611, -0.43353, 0.77172], [-2.26041, 0.10286, -0.83460], [-1.55059, -1.48143, -0.68325], [2.62120, -2.16922, -1.05829], [2.85055, -2.12057, 0.61830], [1.38002, -2.62007, 0.02844], [-0.74989, 2.42571, -0.36218], [0.46726, 2.66665, 0.99402], [1.03626, 2.32508, -0.73800]], "forces_ev_per_a": [[0.68, 0.68, -0.29], [-1.69, -0.01, -0.75], [0.64, 1.55, 1.30], [-2.28, 0.12, 3.26], [0.72, -0.08, 0.26], [-1.15, -1.71, -0.35], [0.52, 0.58, 0.61], [0.07, 0.13, -0.27], [0.64, 0.49, -0.63], [0.46, -0.92, -0.67], [0.36, 0.32, -0.40], [-0.21, -0.83, 0.30], [1.13, -0.05, -2.64], [1.35, -0.49, 0.91], [0.14, 0.62, -0.35], [0.01, 0.47, -0.07], [-0.28, -0.85, -1.20], [-1.11, -0.02, 0.99]]}

(4)
{"formula": "C23H32GeIrN7O6P", "method": "ωB97M-V/def2-TZVPD", "lumo_ev": [-5.842, -8.382], "multiplicity": 6, "e_homo_ev": [-11.6, -13.9], "orbital_gap_ev": [5.77, 5.54], "charge": 2, "e_tot_ha": -4252.3377, "elements": ["Ir", "O", "N", "O", "C", "C", "C", "C", "C", "C", "N", "C", "C", "N", "C", "C", "C", "C", "H", "H", "H", "H", "H", "H", "H", "N", "C", "P", "O", "O", "C", "N", "H", "H", "H", "H", "H", "H", "H", "H", "H", "H", "C", "Ge", "C", "C", "C", "H", "H", "H", "H", "H", "H", "H", "H", "H", "H", "C", "N", "C", "C", "C", "O", "N", "C", "O", "H", "H", "H", "H", "H"], "xyz": [[-0.02754, 0.17001, -0.70714], [-3.90332, -5.42236, -3.87705], [-2.72327, -5.20803, -3.62769], [-1.80662, -5.97069, -3.89726], [-2.43879, -3.97002, -2.97669], [-3.62340, -3.10832, -2.70345], [-3.47361, -1.87647, -2.09370], [-4.55728, -1.00738, -1.79943], [-4.30403, 0.20094, -1.19814], [-2.99992, 0.56141, -0.88195], [-1.95955, -0.25542, -1.14872], [-2.17845, -1.43573, -1.73108], [-1.00798, -2.29510, -1.98560], [0.16026, -1.80219, -1.59289], [1.29492, -2.50828, -1.76861], [1.27053, -3.75528, -2.35043], [0.06804, -4.29666, -2.77393], [-1.13051, -3.56735, -2.60296], [-4.59104, -3.48154, -2.99615], [-5.56409, -1.30954, -2.05528], [-5.10468, 0.88755, -0.96316], [-2.75633, 1.49743, -0.40731], [2.20145, -2.03388, -1.42679], [2.19047, -4.30727, -2.47596], [0.03508, -5.26649, -3.23864], [4.04084, -0.81082, 1.77952], [3.53707, 0.59132, 1.67725], [3.39541, 0.90710, -0.12103], [4.64559, 0.34473, -0.72137], [2.06285, 0.45315, -0.61694], [3.56744, 2.72894, -0.42878], [4.57219, 2.82688, -1.54767], [4.37968, -1.03229, 2.71506], [4.80513, -0.94558, 1.10760], [3.25561, -1.49240, 1.53392], [4.26000, 1.26130, 2.13995], [2.57392, 0.67530, 2.17679], [3.96472, 3.25877, 0.43483], [2.62183, 3.17688, -0.72693], [5.06248, 1.89729, -1.55385], [5.24591, 3.57955, -1.41307], [4.12409, 2.96216, -2.45362], [0.69527, 3.01540, 1.93932], [-0.41224, 3.48508, 0.39298], [0.30166, 5.12292, -0.42128], [-2.26544, 3.80555, 0.90659], [-0.18880, 2.11476, -0.98550], [0.59171, 3.77091, 2.71836], [1.74935, 2.98092, 1.65304], [0.39967, 2.05026, 2.35041], [-0.16528, 5.99492, 0.03680], [0.09750, 5.15438, -1.49131], [1.37926, 5.20785, -0.26818], [-2.27670, 4.66947, 1.57261], [-2.69617, 2.95322, 1.42769], [-2.86954, 4.05322, 0.03301], [-0.36489, 2.41309, -2.02367], [-2.55016, -0.41538, 3.88975], [-1.39424, -0.96048, 3.17709], [-0.78014, -2.11121, 3.57517], [0.28369, -2.61358, 2.92112], [0.79894, -1.89395, 1.78455], [1.85603, -2.23534, 1.19986], [0.11325, -0.79732, 1.36179], [-0.98062, -0.32291, 2.02736], [-1.57910, 0.67357, 1.61406], [-2.64875, -0.93628, 4.83775], [-3.45680, -0.54636, 3.30183], [-2.40085, 0.64595, 4.06883], [-1.19646, -2.58254, 4.45508], [0.77476, -3.51776, 3.24323]], "forces_ev_per_a": [[0.64, 0.02, 0.13], [0.01, 0.00, 0.00], [-0.01, -0.01, -0.01], [0.01, 0.02, 0.01], [0.04, 0.01, 0.01], [-0.04, 0.03, 0.02], [0.01, 0.02, 0.00], [0.01, -0.02, -0.01], [0.02, 0.00, 0.00], [-0.03, 0.02, -0.02], [-0.01, -0.04, 0.12], [-0.02, 0.01, -0.01], [0.00, -0.02, 0.01], [-0.08, 0.07, -0.04], [0.03, 0.02, -0.03], [-0.02, 0.00, -0.01], [0.01, 0.02, -0.01], [-0.03, -0.03, 0.00], [0.01, -0.02, 0.00], [0.00, 0.01, 0.00], [-0.01, 0.00, -0.01], [0.01, -0.01, 0.00], [0.00, 0.00, 0.03], [0.00, 0.00, -0.01], [0.00, -0.02, 0.01], [0.03, -0.21, 0.03], [-0.06, -0.02, -0.01], [-0.16, 0.11, -0.10], [0.02, -0.01, -0.01], [-0.03, -0.15, -0.03], [0.03, -0.01, 0.05], [0.05, -0.01, 0.02], [-0.01, 0.02, 0.00], [0.00, 0.04, -0.01], [-0.23, 0.03, 0.00], [-0.01, 0.01, 0.00], [0.02, -0.07, 0.04], [-0.01, 0.01, -0.01], [0.02, 0.01, -0.03], [-0.02, 0.01, -0.01], [-0.01, 0.03, -0.01], [0.00, -0.01, -0.01], [-0.01, -0.04, 0.02], [0.06, 0.06, 0.03], [0.02, -0.03, 0.02], [0.02, -0.02, -0.03], [-0.27, -0.17, -0.17], [0.01, 0.01, 0.01], [0.03, 0.01, 0.02], [0.01, 0.03, -0.02], [0.02, 0.01, 0.00], [-0.02, 0.01, 0.00], [0.00, 0.02, -0.02], [-0.04, -0.01, 0.02], [0.02, -0.01, 0.01], [0.00, -0.01, 0.00], [0.05, 0.03, 0.02], [0.00, 0.01, 0.00], [0.00, -0.11, 0.00], [0.00, 0.04, 0.01], [0.01, 0.05, -0.01], [0.18, 0.03, -0.05], [0.22, 0.09, 0.01], [-0.46, 0.12, -0.08], [-0.03, 0.13, 0.04], [0.01, -0.08, 0.08], [-0.01, 0.00, 0.00], [0.00, 0.00, 0.00], [0.00, 0.00, 0.00], [0.00, 0.00, 0.00], [0.00, 0.00, 0.00]]}

(5)
{"formula": "C3H4N2OS", "method": "ωB97M-V/def2-TZVPD", "lumo_ev": 0.242, "e_homo_ev": -9.2, "orbital_gap_ev": 9.47, "charge": 0, "e_tot_ha": -699.3704, "smiles": "C#C/C(=N/S)NO", "elements": ["C", "C", "C", "H", "H", "H", "H", "N", "N", "O", "S"], "xyz": [[0.24678, -0.33133, 0.12791], [-1.12789, -0.84713, 0.15599], [-2.40691, -0.99682, -0.02401], [-1.43022, 1.70435, 0.58263], [0.93873, 1.12401, -0.57237], [3.67346, -1.12326, -0.35525], [-3.62754, -1.04309, -0.02463], [0.37620, 1.05632, 0.43609], [1.21832, -1.15820, -0.09390], [-0.63917, 1.67338, -0.28610], [2.77824, -0.05821, 0.05364]], "forces_ev_per_a": [[-0.79, -3.07, 0.95], [-7.18, -0.54, -1.44], [3.90, 0.91, 1.36], [2.86, 0.28, -4.40], [0.69, 0.60, 3.49], [-1.50, 1.56, 0.57], [4.06, -0.08, -0.05], [3.38, -1.07, -5.31], [1.20, 2.94, 0.72], [-6.73, 1.84, 4.98], [0.10, -3.37, -0.88]]}

(6)
{"formula": "C16H22BrNO2S", "method": "ωB97M-V/def2-TZVPD", "lumo_ev": 0.624, "e_homo_ev": -8.7, "orbital_gap_ev": 9.36, "charge": 0, "e_tot_ha": -3800.2831, "smiles": "C=C(OC)[C@H](CSC[C@H](Br)c1ccccc1)NC(=O)CC", "elements": ["O", "Br", "O", "S", "C", "C", "C", "C", "C", "C", "C", "C", "C", "N", "C", "C", "C", "C", "C", "C", "C", "H", "H", "H", "H", "H", "H", "H", "H", "H", "H", "H", "H", "H", "H", "H", "H", "H", "H", "H", "H", "H", "H"], "xyz": [[-1.97062, 2.43891, 1.07036], [-0.19362, -5.43510, -0.12816], [1.15091, 2.25190, -2.59490], [-0.01696, -1.05070, -1.45653], [-2.06685, 2.24998, -0.15260], [2.75407, 1.32756, -0.96717], [1.46154, 1.72322, -1.34192], [1.79405, -2.22981, 3.59655], [2.62964, -2.37455, 2.54824], [0.41720, -2.45395, 3.47222], [2.12029, -2.77918, 1.32226], [-0.11619, -2.88066, 2.23922], [0.75162, -3.04392, 1.15953], [-0.97811, 1.88039, -0.94217], [2.23387, 2.97774, -3.20285], [-4.66207, 2.57870, 0.07536], [-0.72752, -2.61891, -0.75983], [-3.42234, 2.41979, -0.88182], [0.36531, -3.51393, -0.21205], [0.24790, 0.02881, 0.00057], [0.31745, 1.50531, -0.39300], [3.01067, 0.88157, 0.00245], [3.59214, 1.46659, -1.64345], [2.07128, -1.76514, 4.55494], [3.68522, -2.15682, 2.62174], [-0.21903, -2.29728, 4.34847], [2.77724, -2.96213, 0.46821], [-1.18212, -3.16113, 2.13872], [-1.07233, 1.91435, -1.92399], [2.77007, 3.60911, -2.45286], [2.93710, 2.27369, -3.63867], [1.83608, 3.68270, -3.98509], [-4.76732, 1.70185, 0.75435], [-5.58788, 2.67818, -0.55180], [-4.53702, 3.47428, 0.68615], [-1.48353, -2.31239, -0.02449], [-1.23857, -3.14816, -1.54479], [-3.60986, 1.58296, -1.56670], [-3.36155, 3.28003, -1.54553], [1.21401, -3.49792, -0.90369], [-0.57188, -0.13056, 0.69610], [1.15983, -0.23242, 0.57561], [0.48791, 2.11704, 0.48303]], "forces_ev_per_a": [[0.05, -0.55, -1.86], [-0.02, 0.56, -0.09], [0.48, 0.36, 1.42], [0.01, -0.39, 0.08], [0.42, 0.14, 0.95], [-2.44, 1.08, -0.96], [3.49, -0.84, -0.17], [-1.86, 1.20, 2.04], [1.05, -0.09, -1.44], [-0.27, -0.39, -0.80], [-0.41, -0.45, -0.06], [-0.11, -0.18, 0.61], [1.53, -0.26, -0.01], [-0.96, 0.83, 1.34], [-0.12, 0.91, -0.07], [0.43, -0.39, -0.68], [-0.11, 0.72, 0.00], [-0.44, -0.30, 0.47], [-0.51, 0.30, 0.52], [0.56, -0.68, 1.06], [-1.22, -0.43, -0.62], [-0.54, 0.33, -0.45], [-0.21, -0.02, 0.08], [0.43, -0.56, -0.49], [0.09, 0.00, 0.15], [0.13, -0.11, -0.45], [-0.11, 0.22, 0.31], [0.70, 0.35, 0.11], [-0.17, -0.11, -0.94], [-0.45, -0.59, -0.39], [0.10, 0.04, -0.20], [0.11, -1.03, 0.73], [0.10, 0.63, -0.54], [0.83, -0.10, 0.62], [-0.10, -0.13, -0.02], [0.28, -0.35, -0.03], [-0.22, 0.19, -0.64], [0.27, -0.07, 0.24], [0.11, 0.28, 0.05], [-0.23, -0.16, 0.32], [-0.26, 0.15, 0.00], [-0.40, -0.07, -0.57], [0.00, -0.03, 0.38]]}

Largest force on an atom / eV Å⁻¹: 5.0; 7.5; 4.0; 0.7; 8.6; 3.6